ORCA calculation (wB97M-V/def2-TZVPD) on a gas-phase ion, C8H16IN2O3 (charge +1) at a distorted geometry.

The geometry in XYZ format:
```
30
C8H16IN2O3, DFT wB97M-V/def2-TZVPD
C -3.22862 2.26120 0.67224
C -2.18690 1.35886 -0.00374
C -3.34958 0.81697 0.88123
C 1.86340 0.19906 -2.06635
C 0.85693 -1.32975 1.33836
C -0.08292 0.12924 -0.47864
C 1.20847 0.75990 -0.79397
C -0.01227 -1.17541 0.11188
N -3.17310 0.30980 2.23597
N -0.79996 1.09691 0.37284
O -3.52878 3.35675 0.96025
O 1.10307 2.19818 -1.03091
O -1.45634 -1.50366 0.37458
I -4.95992 -0.30808 -0.33459
H -2.20495 1.28719 -1.10140
H 2.90003 0.51557 -2.24088
H 1.37005 0.47342 -2.96610
H 1.77185 -0.91748 -2.23213
H 0.54100 -0.61686 2.11383
H 0.67292 -2.28507 1.65510
H 1.87726 -1.25245 1.12307
H -0.82329 -0.00534 -1.33625
H 2.02308 0.62174 0.02069
H 0.33689 -1.90946 -0.72054
H -3.98400 0.41660 2.86929
H -2.91514 -0.64866 2.30056
H -0.49952 2.07753 0.10042
H -0.69517 0.87347 1.44341
H 1.35354 2.45974 -1.91856
H -1.39702 -2.33874 0.96460
```

Output
* calculated total energy: -25768.634 eV
* molar mass: 315.131 g mol⁻¹
* relative energy (zero: lowest compared OMol25 entry of this formula, charge and spin): 88.5 kJ/mol
* total charge: +1
* SMILES string: C[C@@H](O)C([NH2+][C@@H]1C(=O)[C@@]1(N)I)[C@@H](C)O
* gap between HOMO and LUMO: 8.45 eV

Here are the natural (NBO) charges for atoms 1 to 4, given in e:
1 C 0.571
2 C -0.225
3 C -0.001
4 C -0.660